one:
2 unconnected molecules or ions with the total composition C5H16N3. Source: the OMol25 dataset; level of theory: wB97M-V/def2-TZVPD.

The expectation value of S² is 0.76. As for the multiplicity: 2. The total charge is +2. As for the HOMO-LUMO gap (spin up / spin down): 9.1 / 3.4 eV. As for the LUMO energy (spin up / spin down): -8.7465 / -14.3851 eV.

Last columns: bonded neighbours and bond lengths (Å).
CARTESIAN COORDINATES (ANGSTROEM)
1 C -1.437 0.873 -0.547  N3 1.433, H11 1.065, H12 1.166, H13 1.158
2 C 0.723 0.421 -1.795  N3 1.340, N4 1.391, N5 1.333
3 N -0.318 1.164 -1.394  C1 1.433, C2 1.340, H6 1.016
4 N 0.781 -0.944 -1.537  C2 1.391, H7 0.997, H8 0.944
5 N 1.841 1.004 -2.227  C2 1.333, H9 0.989, H10 0.988
6 H -0.649 1.827 -2.089  N3 1.016
7 H -0.033 -1.519 -1.491  N4 0.997
8 H 1.610 -1.384 -1.647  N4 0.944
9 H 1.725 1.931 -2.552  N5 0.989
10 H 2.765 0.691 -2.068  N5 0.988
11 H -1.480 -0.019 0.033  C1 1.065
12 H -2.357 0.740 -1.252  C1 1.166
13 H -1.512 1.770 0.180  C1 1.158
14 C -0.194 -1.170 2.101  C15 1.543, C16 1.616, H17 1.208, H18 1.163
15 C -1.605 -1.515 2.624  C14 1.543, H19 1.072, H20 1.112, H23 1.121
16 C 0.441 0.305 2.281  C14 1.616, H21 1.090, H22 1.131, H24 1.190
17 H -0.189 -1.288 0.899  C14 1.208
18 H 0.490 -2.000 2.543  C14 1.163
19 H -2.061 -2.326 2.093  C15 1.072
20 H -1.510 -1.689 3.718  C15 1.112
21 H -0.388 1.011 2.236  C16 1.090
22 H 1.326 0.282 1.578  C16 1.131
23 H -2.443 -0.773 2.684  C15 1.121
24 H 1.009 0.704 3.248  C16 1.190

Results of the Löwdin charge analysis, in e, for atoms 1 through 5: C 0.029; C -0.283; N 0.167; N 0.300; N 0.300



two:
2 unconnected molecules or ions with the total composition C5H16N3. Source: the OMol25 dataset; level of theory: wB97M-V/def2-TZVPD.

The expectation value of S² is 1.70. As for the multiplicity: 2. The total charge is +2. As for the HOMO-LUMO gap (spin up / spin down): 8.6 / 5.7 eV. As for the LUMO energy (spin up / spin down): -9.2579 / -11.9938 eV.

Last columns: bonded neighbours and bond lengths (Å).
CARTESIAN COORDINATES (ANGSTROEM)
1 N -0.643 2.332 -0.608  C2 1.461, H10 1.012, H11 1.050
2 C 0.301 1.937 -1.651  N1 1.461, C3 1.628, H12 1.085, H13 1.096
3 C 1.226 0.731 -1.067  C2 1.628, N4 1.489, H14 1.059, H15 1.190
4 N 0.428 -0.196 -0.218  C3 1.489, C5 1.492
5 C -0.371 -1.232 -0.936  N4 1.492, C6 1.681, H17 1.080, H18 1.110
6 C 0.546 -2.484 -1.581  C5 1.681, H16 1.170, H19 1.124, H20 1.121
7 N 0.332 -0.116 2.959  C8 1.424, H9 1.040, H21 0.990
8 C -1.067 0.153 2.967  N7 1.424, H22 1.127, H23 1.135, H24 1.103
9 H 0.676 -0.641 2.129  N7 1.040
10 H -1.516 2.771 -0.874  N1 1.012
11 H -0.666 1.457 -0.029  N1 1.050
12 H -0.034 1.629 -2.636  C2 1.085
13 H 0.849 2.870 -1.826  C2 1.096
14 H 1.557 0.181 -1.909  C3 1.059
15 H 2.230 1.218 -0.652  C3 1.190
16 H -0.068 -3.464 -1.402  C6 1.170
17 H -1.114 -1.571 -0.229  C5 1.080
18 H -1.087 -0.824 -1.681  C5 1.110
19 H 0.957 -2.365 -2.620  C6 1.124
20 H 1.373 -2.512 -0.825  C6 1.121
21 H 0.490 -0.660 3.770  N7 0.990
22 H -1.392 0.294 1.897  C8 1.127
23 H -1.310 1.094 3.551  C8 1.135
24 H -1.697 -0.601 3.469  C8 1.103

Results of the Löwdin charge analysis, in e, for atoms 1 through 5: N 0.310; C -0.103; C -0.163; N -0.011; C -0.236



Stability check: which of them is least stable? two.